[1]
Density functional theory data (ωB97M-V/def2-TZVPD) for a cluster of 4 separate species, C16H40FIN4O5 in total at a distorted geometry.

```
67
Properties=species:S:1:pos:R:3
C -0.022 0.874 2.324
C 0.306 -0.743 2.265
F -1.036 -1.432 2.267
C 1.126 -1.222 0.927
N 1.457 -2.691 1.078
I 2.996 -0.099 0.796
O 0.223 -1.091 -0.227
C 0.960 -0.610 -1.430
O 1.466 -1.455 -2.361
H 0.203 1.336 1.272
H 0.620 1.447 3.125
H -1.156 1.100 2.588
H 0.871 -1.075 3.257
H 2.500 -2.842 1.022
H 0.949 -3.212 0.326
H 1.127 0.540 -1.632
C -2.845 -5.069 0.017
C -2.516 -3.581 0.110
C -3.632 -2.665 -0.443
O -3.690 -2.608 -1.872
C -4.384 -3.689 -2.475
N -1.232 -3.333 -0.562
H -2.742 -5.462 -0.997
H -2.166 -5.650 0.652
H -3.867 -5.267 0.358
H -2.397 -3.344 1.175
H -3.420 -1.641 -0.116
H -4.612 -2.926 -0.026
H -5.225 -4.033 -1.864
H -3.694 -4.512 -2.675
H -4.774 -3.347 -3.438
H -0.970 -2.358 -0.414
H -1.402 -3.387 -1.571
C 7.044 2.831 4.460
C 6.101 3.382 3.393
C 4.727 3.821 3.951
O 3.837 2.738 4.240
C 4.062 2.113 5.495
N 5.955 2.385 2.323
H 6.783 1.816 4.771
H 8.070 2.791 4.076
H 7.048 3.470 5.349
H 6.581 4.273 2.969
H 4.225 4.416 3.179
H 4.836 4.476 4.824
H 4.391 2.825 6.258
H 4.788 1.305 5.387
H 3.120 1.665 5.824
H 5.403 2.795 1.569
H 5.354 1.638 2.684
C -2.714 0.118 -3.399
C -2.385 1.606 -3.305
C -3.501 2.522 -3.859
O -3.559 2.580 -5.288
C -4.253 1.498 -5.891
N -1.101 1.854 -3.978
H -2.611 -0.275 -4.413
H -2.035 -0.463 -2.764
H -3.736 -0.080 -3.058
H -2.266 1.843 -2.241
H -3.289 3.546 -3.532
H -4.481 2.261 -3.441
H -5.094 1.154 -5.280
H -3.563 0.675 -6.090
H -4.643 1.840 -6.853
H -0.839 2.829 -3.830
H -1.271 1.800 -4.987
```

- HOMO level: -8.974 eV
- Spin multiplicity: 1
- SMILES string: C[C@@H](F)[C@](N)(I)OC=O.COC[C@@H](C)N.COC[C@@H](C)N.COC[C@@H](C)N
- E_tot: -44251.660 eV

natural (NBO) population analysis, charges in e, atoms 1 to 2:
1. C -0.68
2. C 0.16

=====

[2]
Density functional theory data (ωB97M-V/def2-TZVPD) for a cluster of 3 separate species, C16H40N7O5P3S in total at a distorted geometry.

```
72
Properties=species:S:1:pos:R:3
N 6.725 -5.899 1.783
C 5.981 -4.750 1.789
C 6.312 -3.560 1.268
P 7.932 -3.076 0.680
S 8.976 -2.775 2.339
C 5.075 -2.742 1.213
O 4.781 -2.013 0.314
O 4.105 -3.291 2.048
C 4.691 -4.461 2.506
O 4.485 -4.876 3.612
H 7.192 -6.275 2.589
H 6.982 -6.225 0.872
H 7.921 -1.823 0.061
H 8.615 -4.089 -0.004
O 1.985 0.215 -4.339
P 1.709 0.676 -2.942
N 0.506 1.877 -3.236
C 0.243 3.054 -2.436
C -0.682 1.409 -3.942
N 3.235 1.386 -2.586
C 3.407 2.693 -1.987
C 4.323 1.120 -3.516
N 1.373 0.482 -1.252
C 2.355 -0.388 -0.553
C 0.043 -0.125 -0.989
H -0.178 2.841 -1.441
H -0.470 3.697 -2.955
H 1.129 3.668 -2.306
H -1.361 0.827 -3.301
H -0.402 0.777 -4.785
H -1.246 2.248 -4.351
H 3.261 3.502 -2.715
H 4.420 2.790 -1.584
H 2.739 2.840 -1.139
H 4.256 1.739 -4.420
H 4.337 0.077 -3.816
H 5.281 1.325 -3.031
H 2.395 -1.392 -0.981
H 2.084 -0.472 0.500
H 3.354 0.030 -0.580
H -0.095 -1.065 -1.529
H -0.767 0.548 -1.263
H -0.082 -0.319 0.074
O -2.811 -0.295 0.789
P -3.921 0.519 1.378
N -4.608 -0.622 2.469
C -5.989 -0.688 2.903
C -3.688 -1.163 3.466
N -4.899 0.698 -0.022
C -6.332 0.481 -0.053
C -4.312 0.306 -1.296
N -4.637 1.931 2.094
C -4.427 3.172 1.302
C -4.110 2.230 3.449
H -6.304 0.149 3.544
H -6.150 -1.605 3.471
H -6.679 -0.752 2.068
H -3.471 -0.456 4.279
H -2.740 -1.435 3.003
H -4.092 -2.072 3.912
H -6.584 -0.587 -0.079
H -6.761 0.944 -0.945
H -6.832 0.953 0.792
H -4.321 -0.782 -1.439
H -3.286 0.654 -1.380
H -4.869 0.764 -2.117
H -3.365 3.398 1.167
H -4.897 4.012 1.813
H -4.888 3.101 0.323
H -3.019 2.298 3.465
H -4.417 1.472 4.167
H -4.518 3.173 3.807
```

- HOMO level: -8.187 eV
- Spin multiplicity: 1
- SMILES string: NC1=C([PH2]=S)C(=O)OC1=O.CN(C)P(=O)(N(C)C)N(C)C.CN(C)P(=O)(N(C)C)N(C)C
- E_tot: -76608.528 eV

Löwdin population analysis, charges in e, atoms 1 to 2:
1. N 0.14
2. C -0.25

=====

[3]
Density functional theory data (ωB97M-V/def2-TZVPD) for a structure of composition C16H41BrN3O5Sr at a distorted geometry.

```
67
Properties=species:S:1:pos:R:3
Sr -0.352 -0.192 -1.283
Br 1.723 -1.653 -4.524
C 2.859 2.328 -2.996
O 1.502 2.380 -2.707
C 0.944 3.481 -3.486
C -0.476 3.774 -2.865
N -1.379 2.647 -3.161
C -2.751 2.992 -2.797
C -3.623 1.692 -2.924
O -3.224 0.764 -1.986
C -4.342 -0.085 -1.617
H 3.138 2.121 -4.029
H 3.299 1.620 -2.293
H 3.439 3.230 -2.797
H 0.851 3.252 -4.548
H 1.457 4.443 -3.510
H -0.887 4.703 -3.261
H -0.380 3.942 -1.792
H -1.569 2.632 -4.153
H -3.071 3.712 -3.550
H -2.665 3.393 -1.787
H -3.500 1.273 -3.923
H -4.599 2.121 -2.697
H -4.422 -0.863 -2.376
H -5.281 0.395 -1.342
H -4.141 -0.638 -0.700
C 5.288 -4.629 2.908
O 4.256 -3.656 2.884
C 4.446 -2.587 1.980
C 3.093 -1.882 1.784
N 2.208 -2.507 0.817
C 1.432 -3.679 1.369
C 0.665 -4.540 0.323
O -0.260 -3.711 -0.377
C -0.915 -4.413 -1.375
H 6.287 -4.237 3.098
H 5.518 -5.250 2.042
H 4.982 -5.361 3.656
H 4.919 -2.779 1.017
H 5.110 -1.935 2.547
H 3.253 -0.838 1.517
H 2.576 -1.772 2.737
H 2.833 -2.823 0.089
H 0.786 -3.122 2.047
H 2.157 -4.312 1.880
H 0.101 -5.240 0.940
H 1.367 -5.065 -0.325
H -1.496 -3.667 -1.918
H -1.669 -5.040 -0.900
H -0.227 -4.822 -2.114
C -3.732 1.649 3.690
C -2.715 1.709 2.585
C -1.365 2.448 2.758
O -0.422 2.409 1.622
C 0.712 3.232 1.982
N -2.317 0.298 2.147
H -3.396 1.267 4.654
H -4.544 1.005 3.350
H -4.105 2.655 3.881
H -3.323 2.092 1.765
H -0.848 1.943 3.574
H -1.473 3.532 2.801
H 1.613 2.960 1.431
H 1.025 3.195 3.025
H 0.470 4.280 1.807
H -3.075 -0.291 2.462
H -1.767 0.015 2.946
```

- HOMO level: -9.597 eV
- Spin multiplicity: 1
- Charge: +1
- E_tot: -102833.133 eV

natural (NBO) population analysis, charges in e, atoms 1 to 2:
1. Sr 1.83
2. Br -0.92

=====

[4]
Density functional theory data (ωB97M-V/def2-TZVPD) for a structure of composition C16H41FGaN6O3P2 at a distorted geometry.

```
70
Properties=species:S:1:pos:R:3
C -7.302 2.433 -1.876
C -6.120 2.463 -1.076
Ga -4.264 2.473 -0.076
C -2.846 2.913 -1.573
C -3.096 4.507 -1.949
O -2.097 5.405 -1.794
F -4.449 4.902 -2.489
H -7.949 2.397 -2.879
H -4.220 3.668 0.985
H -3.944 1.018 0.582
H -1.746 2.696 -1.215
H -3.145 2.188 -2.473
O -2.917 -1.367 -1.248
P -1.929 -2.503 -0.889
N -0.847 -2.115 -2.141
C -1.136 -2.195 -3.560
C -0.087 -0.884 -1.882
N -3.030 -3.750 -1.286
C -3.002 -4.592 -2.462
C -4.427 -3.516 -0.903
N -0.792 -3.810 -0.477
C 0.358 -4.301 -1.217
C -1.173 -4.700 0.615
H -0.207 -2.140 -4.135
H -1.804 -1.397 -3.901
H -1.560 -3.152 -3.842
H 0.403 -0.943 -0.902
H -0.735 -0.002 -1.887
H 0.711 -0.732 -2.619
H -3.416 -4.078 -3.337
H -3.596 -5.496 -2.303
H -2.001 -4.949 -2.700
H -4.944 -2.895 -1.641
H -4.485 -3.019 0.071
H -4.975 -4.458 -0.802
H 0.075 -4.766 -2.164
H 0.916 -5.055 -0.649
H 1.084 -3.506 -1.413
H -1.594 -5.637 0.233
H -1.920 -4.228 1.262
H -0.316 -4.935 1.255
O 2.331 1.066 0.255
P 3.363 1.200 1.401
N 2.178 1.251 2.619
C 1.180 2.291 2.781
C 1.544 -0.053 2.858
N 3.904 2.741 0.895
C 3.600 4.014 1.511
C 4.027 2.933 -0.554
N 4.549 1.354 2.719
C 4.335 1.656 4.124
C 5.955 1.445 2.338
H 0.720 2.218 3.770
H 0.390 2.241 2.024
H 1.615 3.285 2.769
H 2.310 -0.817 3.044
H 0.945 -0.374 1.999
H 0.898 -0.039 3.744
H 2.606 4.374 1.225
H 4.324 4.773 1.205
H 3.667 3.982 2.598
H 3.062 3.181 -1.007
H 4.414 2.027 -1.034
H 4.734 3.734 -0.791
H 3.946 2.665 4.277
H 5.264 1.585 4.703
H 3.657 0.937 4.595
H 6.302 2.485 2.352
H 6.114 1.044 1.332
H 6.589 0.855 3.009
```

- HOMO level: -4.756 eV
- Spin multiplicity: 1
- Charge: -1
- E_tot: -106000.233 eV

natural (NBO) population analysis, charges in e, atoms 1 to 2:
1. C -0.48
2. C -0.40

=====

[5]
Density functional theory data (ωB97M-V/def2-TZVPD) for a cluster of 3 separate species, C16H41N10O2P2 in total at a distorted geometry.

```
71
Properties=species:S:1:pos:R:3
C 2.511 -2.510 -3.664
C 3.383 -2.621 -4.659
C 4.439 -2.175 -5.790
N 3.908 -1.242 -6.824
C 5.160 -1.075 -7.614
N 5.070 -0.259 -8.700
N 6.260 -1.860 -7.065
N 5.835 -2.554 -5.963
H 1.841 -2.350 -2.722
H 5.230 0.766 -8.639
H 4.752 -0.687 -9.597
H 7.225 -1.901 -7.453
H 6.350 -3.191 -5.323
O -0.567 -1.894 -2.187
P -1.891 -1.101 -2.121
N -2.208 -1.612 -0.525
C -3.434 -2.139 0.035
C -1.517 -0.815 0.489
N -2.626 -2.090 -3.324
C -2.875 -3.506 -3.070
C -1.961 -1.963 -4.626
N -3.397 -0.136 -2.075
C -4.701 -0.595 -2.545
C -3.154 1.208 -2.616
H -4.175 -1.357 0.240
H -3.230 -2.652 0.982
H -3.894 -2.895 -0.596
H -2.058 0.115 0.699
H -0.509 -0.549 0.154
H -1.397 -1.374 1.421
H -2.020 -4.004 -2.603
H -3.113 -4.045 -3.993
H -3.755 -3.638 -2.441
H -1.027 -2.536 -4.664
H -1.720 -0.915 -4.835
H -2.614 -2.307 -5.433
H -4.757 -0.657 -3.637
H -5.480 0.102 -2.214
H -4.977 -1.563 -2.128
H -3.011 1.178 -3.704
H -2.249 1.635 -2.170
H -3.976 1.888 -2.386
O -0.495 0.424 3.789
P 0.328 1.679 4.150
N 1.696 0.753 4.580
C 2.531 0.856 5.757
C 2.521 0.370 3.435
N -0.699 2.057 5.480
C -0.781 1.161 6.631
C -2.063 2.385 5.050
N 1.257 3.162 4.519
C 1.252 3.857 5.802
C 1.073 4.154 3.451
H 3.234 1.696 5.704
H 3.122 -0.057 5.885
H 1.956 0.944 6.674
H 3.189 1.187 3.136
H 1.894 0.116 2.573
H 3.120 -0.517 3.657
H -0.867 0.110 6.338
H -1.638 1.403 7.268
H 0.086 1.283 7.280
H -2.640 1.486 4.804
H -2.043 3.025 4.161
H -2.595 2.939 5.829
H 0.310 4.383 5.991
H 2.055 4.602 5.824
H 1.449 3.188 6.640
H 0.063 4.582 3.478
H 1.212 3.684 2.472
H 1.803 4.963 3.525
```

- HOMO level: -9.195 eV
- Spin multiplicity: 1
- Charge: +1
- E_tot: -54811.188 eV

Löwdin population analysis, charges in e, atoms 1 to 2:
1. C 0.16
2. C -0.01

=====

[6]
Density functional theory data (ωB97M-V/def2-TZVPD) for a structure of composition C16H42AlB2F9NO15S5 at a distorted geometry.

```
91
Properties=species:S:1:pos:R:3
N -1.378 3.520 0.519
B -1.588 3.334 2.015
O -2.620 4.168 2.641
Al -0.481 1.955 3.107
C 1.479 2.024 2.467
C 2.454 2.890 3.394
C 3.360 3.953 2.575
F 3.790 3.240 1.422
F 4.445 4.253 3.449
C 2.449 5.209 2.232
F 1.623 4.823 1.155
F 1.567 5.578 3.251
S 3.354 6.766 1.689
F 2.021 7.702 2.133
F 2.665 6.666 0.167
F 4.690 5.947 1.167
F 3.976 7.067 3.193
F 4.088 8.167 1.172
B -0.719 2.080 5.165
O -2.094 2.081 5.668
O 0.329 2.201 6.166
H -2.036 2.855 0.080
H -0.437 3.143 0.333
H -2.268 5.073 2.765
H -1.025 0.497 2.663
H 1.850 0.937 2.484
H 1.461 2.326 1.375
H 3.222 2.154 3.825
H 1.952 3.361 4.298
H -2.615 2.721 5.131
H 0.365 3.168 6.352
O -4.233 0.923 2.809
S -4.970 -0.184 2.270
O -4.611 -0.802 1.021
O -6.541 0.206 2.230
C -6.926 1.379 1.512
C -6.843 1.175 0.010
C -5.076 -1.449 3.502
H -6.325 2.236 1.827
H -7.962 1.594 1.786
H -5.812 1.019 -0.312
H -7.229 2.047 -0.522
H -7.413 0.292 -0.290
H -5.380 -1.004 4.447
H -4.086 -1.894 3.597
H -5.792 -2.202 3.174
O 0.038 -1.603 0.363
S 0.405 -2.857 -0.230
O 0.678 -2.983 -1.638
O -0.685 -3.975 0.194
C -2.060 -3.730 -0.117
C -2.338 -3.886 -1.600
C 1.779 -3.525 0.661
H -2.364 -2.741 0.240
H -2.648 -4.467 0.437
H -1.816 -3.125 -2.182
H -3.406 -3.788 -1.808
H -1.992 -4.859 -1.957
H 1.577 -3.470 1.729
H 2.655 -2.922 0.414
H 1.939 -4.555 0.345
O -3.666 -2.517 -5.123
S -3.407 -3.583 -6.054
O -3.112 -4.920 -5.614
O -2.259 -3.105 -7.086
C -1.003 -2.676 -6.550
C -0.181 -3.843 -6.033
C -4.741 -3.663 -7.212
H -1.155 -1.925 -5.770
H -0.460 -2.190 -7.364
H -0.662 -4.317 -5.176
H 0.809 -3.508 -5.715
H -0.069 -4.607 -6.805
H -4.957 -2.662 -7.582
H -5.607 -4.064 -6.685
H -4.462 -4.330 -8.026
O 5.573 -1.814 -2.387
S 5.916 -2.116 -1.023
O 4.977 -1.946 0.054
O 7.288 -1.350 -0.648
C 7.334 0.073 -0.804
C 6.534 0.785 0.272
C 6.546 -3.767 -0.950
H 6.994 0.359 -1.803
H 8.382 0.367 -0.723
H 5.469 0.565 0.186
H 6.656 1.867 0.194
H 6.851 0.461 1.266
H 7.285 -3.905 -1.737
H 5.705 -4.444 -1.100
H 6.985 -3.934 0.033
```

- HOMO level: -3.906 eV
- Spin multiplicity: 1
- Charge: -1
- E_tot: -136057.722 eV

Löwdin population analysis, charges in e, atoms 1 to 2:
1. N 0.06
2. B -0.57

=====

| no. | HOMO-LUMO gap (Ha) |
| --- | --- |
| 1 | 0.3205 |
| 2 | 0.2516 |
| 3 | 0.2219 |
| 4 | 0.1965 |
| 5 | 0.1757 |
| 6 | 0.1975 |